Here is a cluster of 2 separate species, C10H17BF4N4O3 in total at a distorted geometry from the OMol25 dataset. Energies are from wB97M-V/def2-TZVPD.

Last column: Mulliken charge in e.
Atoms and positions in Å:
1 C 0.11345 2.49858 0.61987  -1.21
2 C -0.31070 2.19195 -0.80192  0.07
3 C 0.57907 1.19580 -1.46110  0.57
4 O 1.71188 0.97197 -1.09776  -0.56
5 O 0.12404 0.49089 -2.56324  -0.44
6 C -1.14371 -0.10006 -2.38433  -0.96
7 C -1.12948 -0.98988 -1.16994  -0.27
8 N -0.01491 -1.92252 -1.25672  0.03
9 C 0.69615 -2.33713 -0.25737  0.08
10 N 1.75446 -3.16738 -0.48270  -0.32
11 C 2.93992 -2.54588 0.20249  -0.64
12 C 2.70308 -2.68844 1.68123  -0.63
13 C 1.29311 -2.28790 2.10956  -0.70
14 N 0.38739 -1.88780 0.99688  0.58
15 O -0.94506 -2.35402 1.31298  -0.38
16 C -1.59539 -1.37519 1.88562  0.57
17 N -2.24134 -0.42144 2.11568  -0.39
18 H 1.18157 2.64388 0.69236  0.30
19 H -0.15409 1.69302 1.29250  0.17
20 H -0.38632 3.39462 0.95321  0.39
21 H -1.34130 1.86775 -0.74827  0.14
22 H -0.32582 3.13268 -1.33558  0.42
23 H -1.89512 0.65520 -2.18841  0.42
24 H -1.46564 -0.60728 -3.27989  0.46
25 H -1.10169 -0.39203 -0.27064  0.10
26 H -2.06020 -1.54431 -1.15821  0.37
27 H 0.20372 -2.25680 -2.17905  0.26
28 H 1.96645 -3.12058 -1.47146  0.35
29 H 3.84629 -3.04880 -0.07425  0.46
30 H 3.00818 -1.49289 -0.05544  0.31
31 H 3.44535 -2.18132 2.27355  0.40
32 H 2.80783 -3.73653 1.92473  0.32
33 H 0.79926 -3.07179 2.65877  0.35
34 H 1.36573 -1.43901 2.77130  0.36
35 B -2.97408 4.85767 0.15292  0.58
36 F -4.01758 3.91738 0.16105  -0.41
37 F -2.09569 4.54369 -0.91020  -0.38
38 F -3.47895 6.14469 -0.01647  -0.37
39 F -2.24987 4.76919 1.35825  -0.42

As for the spin multiplicity: 1. Its HOMO energy is -0.3571 hartree. Its net charge is 0. Its energy is -34296.2429 eV.

***

Here is a structure of composition C28H38N8O5PdS2 from the OMol25 dataset. Energies are from wB97M-V/def2-TZVPD.

Last column: Löwdin spin population.
Atoms and positions in Å:
1 Pd 0.19546 0.02458 0.99491  1.32
2 C 8.83668 0.46516 3.20453  0.00
3 C 7.52520 0.19681 2.51979  0.00
4 C 7.43253 -0.73605 1.48978  0.00
5 C 6.22161 -0.99481 0.86956  0.00
6 C 5.08943 -0.30938 1.28593  0.00
7 C 5.15429 0.62556 2.30979  0.00
8 C 6.37360 0.87319 2.91670  0.00
9 S 3.54673 -0.69014 0.52753  0.04
10 O 2.65553 0.42606 0.85256  0.10
11 O 3.76712 -0.98718 -0.85605  0.03
12 N 2.93340 -2.01462 1.22958  0.52
13 C 3.07695 -2.17648 2.59393  0.11
14 C 1.91513 -1.25037 3.40533  0.11
15 O 2.39619 -0.69823 4.39491  0.10
16 O 0.78808 -1.25800 2.91275  0.10
17 H 9.66599 0.01116 2.66433  0.00
18 H 8.83106 0.05780 4.21727  0.00
19 H 9.02446 1.53623 3.28422  0.00
20 H 8.32183 -1.26239 1.16537  0.00
21 H 6.15063 -1.70929 0.05972  0.00
22 H 4.25713 1.14449 2.61963  0.00
23 H 6.43296 1.60318 3.71513  0.00
24 H 4.01849 -1.85070 3.03663  0.01
25 H 2.81039 -3.19136 2.89040  0.01
26 C -3.32274 -2.51067 -2.44597  0.00
27 C -3.00998 -3.41114 -1.25736  0.01
28 C -3.51933 -2.85006 0.06257  0.00
29 N -2.84544 -1.58330 0.35968  0.05
30 C -3.16654 -0.70429 1.28141  0.02
31 S -2.08684 0.44816 1.88620  0.13
32 N -4.43136 -0.75036 1.84658  0.01
33 C -5.69272 -0.84088 1.24394  0.00
34 O -6.65407 -1.08983 1.93070  0.00
35 C -5.80650 -0.52983 -0.20998  0.00
36 C -4.98277 0.40373 -0.82843  0.00
37 C -5.17624 0.71641 -2.16593  0.00
38 C -6.18065 0.08522 -2.88523  0.00
39 C -7.00770 -0.84596 -2.26652  0.00
40 C -6.82946 -1.14520 -0.92660  0.00
41 H -2.97134 -2.95972 -3.37500  0.00
42 H -2.83642 -1.53885 -2.34401  0.00
43 H -4.39670 -2.33336 -2.53653  0.00
44 H -1.93205 -3.57593 -1.18378  0.01
45 H -3.47131 -4.39081 -1.39658  0.00
46 H -3.31963 -3.54795 0.88017  0.00
47 H -4.59416 -2.70183 0.00192  0.00
48 H -1.86705 -1.50680 0.03147  0.04
49 H -4.47331 -0.47304 2.81729  0.00
50 H -4.20833 0.90892 -0.26364  0.00
51 H -4.53908 1.45109 -2.64260  0.00
52 H -6.32463 0.32407 -3.93112  0.00
53 H -7.79642 -1.32990 -2.82716  0.00
54 H -7.47671 -1.84768 -0.41834  0.00
55 C 0.94681 1.00828 -1.85616  0.00
56 N 0.87274 1.89571 -3.00807  0.00
57 C 1.24995 3.24411 -2.58025  0.00
58 N 0.36755 3.74780 -1.52423  0.01
59 C 0.44462 2.84241 -0.38587  0.00
60 N 0.04467 1.46187 -0.76060  0.10
61 C -1.33292 1.51765 -1.29853  0.00
62 N -1.43571 2.40450 -2.44999  0.00
63 C -0.50895 1.93020 -3.48440  0.00
64 C -1.00515 3.74430 -2.03158  0.00
65 H 1.96503 0.97477 -1.47433  0.00
66 H 0.64894 0.00287 -2.14748  0.00
67 H 1.19723 3.91767 -3.43739  0.00
68 H 2.27550 3.22441 -2.20841  0.00
69 H -0.21578 3.18547 0.41050  0.00
70 H 1.46460 2.80615 -0.00292  0.00
71 H -1.99206 1.87247 -0.50581  0.00
72 H -1.62806 0.50441 -1.58163  0.00
73 H -0.57373 2.59561 -4.34723  0.00
74 H -0.80586 0.92528 -3.79211  0.00
75 H -1.67618 4.10376 -1.24889  0.00
76 H -1.07010 4.41840 -2.88745  0.00
77 C 0.08837 -1.75656 -0.11448  0.94
78 H 0.08883 -2.68532 0.45402  0.06
79 H 0.33534 -1.86982 -1.16846  0.07
80 N 1.27581 1.58452 3.69120  0.02
81 C 0.74194 1.79173 2.68153  0.04
82 H 1.73519 0.90194 4.31763  0.00

The relative energy (zero: lowest compared OMol25 entry of this formula, charge and spin) comes out at 13.83 kcal per mole. As for the spin multiplicity: 5. Its HOMO energy (alpha / beta) is -0.2706 / -0.3264 hartree. Its net charge is 0. Its energy is -76956.4394 eV.

***

Here is a structure of composition C5H7NO2 at a distorted geometry from the OMol25 dataset. Energies are from wB97M-V/def2-TZVPD.

Last column: Mulliken charge in e.
Atoms and positions in Å:
1 C 0.02794 1.66979 1.52628  -1.14
2 C -0.25878 -1.27601 -0.14179  0.45
3 C -0.19165 0.69158 0.43439  -0.14
4 C 0.12130 0.69884 -0.90838  0.94
5 N -0.06492 -2.58650 0.20106  -0.43
6 C 0.03495 -0.63682 -1.35831  -0.80
7 O -0.89421 -0.49612 0.74933  -0.36
8 O 0.54003 1.79614 -1.59384  -0.54
9 H 0.80563 1.51523 -2.47742  0.31
10 H -0.46758 -2.87306 1.08146  0.25
11 H 0.00159 -3.23335 -0.56998  0.23
12 H 0.09499 -1.04100 -2.35222  0.39
13 H 0.67830 1.25342 2.30062  0.25
14 H 0.48405 2.56323 1.10616  0.30
15 H -0.91164 1.95463 2.00265  0.28

The relative energy (zero: lowest compared OMol25 entry of this formula, charge and spin) comes out at 52.70 kcal per mole. As for the spin multiplicity: 1. Its HOMO energy is -0.2420 hartree. Its net charge is 0. Its energy is -10881.3319 eV.

***

Here is a structure of composition C3H9N3 at a distorted geometry from the OMol25 dataset. Energies are from wB97M-V/def2-TZVPD.

Last column: Mulliken charge in e.
Atoms and positions in Å:
1 C -0.52654 -0.54308 0.99772  -0.49
2 N -0.12018 0.91102 0.85255  -0.05
3 N -0.28179 1.58009 2.01678  -0.66
4 N 0.89978 -0.31905 -2.39788  -0.55
5 C -0.02711 -0.42590 -1.31181  -0.22
6 C 0.30464 -1.07474 -0.09428  -0.48
7 H -0.28054 0.73656 -0.64779  0.31
8 H -1.21036 1.59639 2.44018  0.20
9 H 0.21116 2.45964 2.05982  0.22
10 H 1.86130 -0.34767 -2.08449  0.23
11 H 0.77010 -1.02382 -3.11130  0.24
12 H -0.27187 -0.93612 1.98472  0.43
13 H -1.61037 -0.65959 0.83597  0.22
14 H -1.04396 -0.60010 -1.67552  0.37
15 H 1.32572 -1.35364 0.13534  0.24

The relative energy (zero: lowest compared OMol25 entry of this formula, charge and spin) comes out at 118.97 kcal per mole. As for the spin multiplicity: 1. Its HOMO energy (alpha / beta) is -0.2747 / -0.2621 hartree. Its net charge is 0. Its energy is -7722.4148 eV.

***

Here is a structure of composition C20H21AsMnN6S4Se at a distorted geometry from the OMol25 dataset. Energies are from wB97M-V/def2-TZVPD.

Last column: Mulliken charge in e.
Atoms and positions in Å:
1 Mn 0.33871 -0.42537 -0.56059  -0.61
2 C -0.73719 2.50318 -0.54927  -1.20
3 N -0.65733 1.37280 0.38644  0.99
4 C 0.07144 1.78247 1.58939  -1.30
5 C -2.01109 1.01918 0.83965  -1.80
6 C -2.94265 0.37753 -0.14849  0.77
7 C -4.28189 0.31564 0.25024  -0.92
8 C -5.23517 -0.35096 -0.49059  -0.79
9 C -4.84291 -0.99116 -1.66346  -0.67
10 C -3.52590 -0.93069 -2.06547  -0.54
11 C -2.56062 -0.23065 -1.33364  0.59
12 H -1.16504 3.37345 -0.03459  0.37
13 H -1.36338 2.24186 -1.39788  0.30
14 H 0.25333 2.75378 -0.91681  0.42
15 H -0.46614 2.59157 2.09802  0.42
16 H 1.06065 2.13999 1.32698  0.27
17 H 0.16581 0.93962 2.27155  0.35
18 H -2.48657 1.93333 1.21750  0.81
19 H -1.90423 0.34457 1.68818  0.49
20 H -4.56489 0.79107 1.18559  0.39
21 H -6.26297 -0.39312 -0.14974  0.37
22 H -5.56183 -1.54457 -2.25607  0.40
23 H -3.20847 -1.43542 -2.96991  0.47
24 S -0.23425 -0.62251 -4.40578  -0.26
25 As 1.64936 -0.96053 -3.26169  0.37
26 S 1.66562 0.86719 -2.11895  -0.32
27 S 1.11890 -2.32482 -1.67151  -0.23
28 S 3.18664 -1.42477 -4.55537  -0.47
29 C 1.42663 -2.57744 2.27128  -1.13
30 C 2.55537 -1.58765 2.25238  1.17
31 C 3.58411 -1.69648 3.17544  -1.03
32 C 4.63334 -0.79170 3.18486  -0.78
33 C 4.68178 0.23454 2.25375  -0.92
34 C 3.68468 0.39439 1.30238  1.03
35 C 3.85551 1.44970 0.24356  -1.19
36 C 2.60477 -0.51222 1.33375  0.23
37 N 1.55337 -0.40408 0.44605  0.34
38 H 1.69432 -3.43066 2.89319  0.43
39 H 1.18465 -2.92829 1.27082  0.22
40 H 0.51594 -2.13512 2.67449  0.19
41 H 3.55622 -2.51060 3.89083  0.39
42 H 5.42956 -0.89661 3.91321  0.39
43 H 5.51968 0.92199 2.24477  0.40
44 H 4.50320 2.24556 0.61370  0.40
45 H 2.91624 1.87761 -0.08824  0.11
46 H 4.30910 1.01730 -0.64881  0.33
47 N -2.20276 1.91503 -5.92336  -0.68
48 C -2.08793 1.50114 -4.84669  0.52
49 N -2.01056 1.13320 -3.56265  -0.51
50 C -1.18899 0.21591 -3.15080  0.14
51 N -1.22153 -0.21640 -1.84897  0.76
52 Se -2.60302 -3.18348 2.18081  -0.22
53 C -1.54478 -2.21048 1.12775  0.08
54 N -0.84683 -1.53784 0.49278  -0.35

The relative energy (zero: lowest compared OMol25 entry of this formula, charge and spin) comes out at 2.53 kcal per mole. As for the spin multiplicity: 1. Its HOMO energy (alpha / beta) is -0.1997 / -0.1997 hartree. Its net charge is -1. Its energy is -230869.6876 eV.